{"formula": "C27H38AgClGeO7", "method": "wB97M-V/def2-TZVPD", "lumo_energy_ha": [0.0969, 0.0311], "multiplicity": 2, "gap_ev": [8.05, 6.19], "total_charge": -1, "de_lowest_kcal_mol": 0.0, "species": ["Cl", "H", "C", "H", "C", "H", "H", "H", "Ag", "C", "H", "H", "H", "O", "C", "O", "O", "H", "H", "Ge", "H", "O", "C", "C", "O", "H", "H", "H", "C", "C", "H", "C", "H", "H", "H", "O", "H", "H", "H", "H", "H", "H", "H", "C", "C", "H", "C", "C", "C", "H", "C", "H", "C", "H", "C", "C", "H", "H", "H", "C", "H", "C", "C", "C", "C", "H", "H", "H", "O", "C", "C", "H", "C", "C", "H"], "positions_angstrom": [[-5.9016, -3.7151, 2.0695], [-0.6079, 3.3255, -0.3569], [-2.0549, 1.6863, 2.5917], [-2.2492, -1.6664, -0.3869], [-0.1200, 1.6176, 4.1560], [0.1147, 2.6651, 3.9606], [-0.0920, -4.6479, -2.3643], [-2.4858, 1.2787, 1.6834], [0.1149, 0.4436, -0.3157], [-5.7321, -1.1569, 1.1920], [1.0749, 2.9300, -2.2478], [2.4080, 4.4516, 1.5407], [-2.7781, 1.5664, 3.4013], [-0.0112, -2.0486, -0.9121], [-0.9907, -0.5115, 3.1670], [-3.8233, 1.8968, -0.9110], [0.6162, 0.3734, -2.3323], [1.2684, -2.5982, 1.0105], [-1.7310, -0.6626, 3.9557], [2.0439, 1.4355, 1.7689], [2.7292, -1.7920, -1.0460], [2.1880, -0.1665, 0.8011], [0.2611, -1.8442, -3.2513], [-3.8546, -2.5920, 0.6924], [-1.9172, 0.7473, -1.0218], [1.5973, -4.1899, -2.5907], [-0.0019, -0.0771, -6.6920], [1.7866, -2.1166, 2.6287], [1.5431, 3.5675, -0.2460], [0.1264, -2.5779, -4.4413], [-1.8757, 2.7497, 2.4301], [-5.1011, -2.3877, 1.2568], [4.7451, -0.1514, 1.5866], [-0.0213, 3.8806, 1.2141], [3.7927, -0.7103, 2.9673], [1.7568, 2.2124, 0.1091], [0.0763, -3.6579, -4.3834], [0.9145, -4.3201, -0.9452], [-0.0618, -1.0038, 3.4602], [2.7118, -3.3394, 1.7427], [3.5725, 4.1089, 0.2537], [-0.8197, 1.5680, 4.9929], [2.4745, 5.4944, 0.1110], [1.7263, 3.6535, -1.7573], [4.1560, -0.9833, 1.9753], [0.8015, 1.1097, 4.4440], [-3.2244, -1.5317, 0.0570], [-0.7464, 0.9753, 2.9189], [0.2991, -2.5667, -1.9769], [0.2801, 1.2521, -4.6363], [0.1195, 3.9752, 0.1358], [2.7575, 3.4157, -2.0242], [2.5616, 4.4631, 0.4603], [-3.3828, -3.5629, 0.7555], [2.1377, -2.4150, 1.6401], [0.3516, -0.4226, -3.3115], [1.4892, 4.6576, -2.1174], [-5.5499, 0.8648, 0.4736], [-1.3580, -0.9848, 2.2550], [3.5463, -1.7380, -0.3268], [-0.0934, -2.5660, -6.5693], [-5.0898, -0.1115, 0.5480], [0.2369, 0.1726, -4.5983], [0.0838, -0.5767, -5.7342], [-3.1390, 0.9037, -0.6850], [4.0369, -2.7130, -0.2680], [4.8078, -1.8544, 2.0741], [-0.0845, 5.0088, -0.1551], [0.1235, 1.1275, 1.8039], [0.7150, -4.0257, -1.9729], [0.0301, -1.9747, -5.6724], [-6.7071, -1.0252, 1.6413], [-3.8302, -0.2844, -0.0147], [2.9953, -1.3047, 1.0340], [4.2638, -1.0036, -0.6948]], "atomic_forces_ev_per_a": [[0.0, 0.0, 0.0], [0.0, 0.0, 0.0], [0.1, 0.0, 0.0], [0.1, 0.0, 0.0], [0.0, 0.0, 0.0], [0.0, 0.0, 0.0], [0.0, 0.0, 0.0], [-0.1, 0.0, -0.1], [-0.3, 0.0, -0.2], [0.0, 0.0, 0.0], [0.0, 0.0, 0.0], [0.0, 0.0, 0.0], [0.0, 0.0, 0.0], [0.1, -0.1, 0.1], [0.0, 0.0, 0.0], [-0.1, 0.1, 0.1], [0.2, 0.0, 0.1], [0.0, 0.0, 0.0], [0.0, 0.0, 0.0], [0.0, 0.0, 0.1], [0.0, 0.0, 0.0], [0.0, 0.1, 0.1], [0.1, 0.0, 0.1], [0.0, 0.0, 0.0], [0.0, 0.0, 0.1], [0.0, 0.0, 0.0], [0.0, 0.0, 0.0], [0.0, 0.0, 0.0], [-0.1, 0.0, 0.2], [0.0, 0.0, -0.1], [0.0, 0.0, 0.0], [0.0, 0.0, 0.0], [0.0, 0.0, 0.0], [0.0, 0.0, 0.0], [0.0, 0.0, 0.0], [0.2, -0.1, -0.2], [0.0, 0.0, 0.0], [0.0, 0.0, 0.0], [0.0, 0.0, 0.0], [0.0, 0.0, 0.0], [0.0, 0.0, 0.0], [0.0, 0.0, 0.0], [0.0, 0.0, 0.0], [0.0, 0.0, 0.0], [0.0, 0.0, 0.0], [0.0, 0.0, 0.0], [0.0, 0.0, 0.0], [0.0, -0.1, 0.0], [-0.2, 0.1, 0.0], [0.0, 0.0, 0.0], [0.0, 0.0, 0.0], [0.0, 0.0, 0.0], [0.0, 0.0, 0.0], [0.0, 0.0, 0.0], [0.0, 0.0, 0.0], [-0.1, 0.0, 0.0], [0.0, 0.0, 0.0], [0.0, 0.0, 0.0], [0.0, 0.0, 0.0], [0.0, 0.0, 0.0], [0.0, 0.0, 0.0], [0.0, 0.0, 0.0], [0.0, 0.0, 0.0], [0.0, 0.0, 0.0], [0.0, -0.2, -0.3], [0.0, 0.0, 0.0], [0.0, 0.0, 0.0], [0.0, 0.0, 0.0], [0.1, 0.0, -0.1], [0.0, 0.0, 0.0], [0.0, 0.0, 0.0], [0.0, 0.0, 0.0], [0.1, 0.1, 0.1], [0.0, 0.0, -0.1], [0.0, 0.0, 0.0]], "lowdin_charge": [0.612, 0.082, -0.015, 0.087, -0.079, 0.076, 0.084, 0.060, 1.143, -0.112, 0.068, 0.061, 0.089, -0.010, -0.022, 0.020, -0.129, 0.061, 0.086, 0.940, 0.067, -0.381, -0.097, -0.105, -0.123, 0.086, 0.097, 0.070, -0.711, -0.059, 0.084, -0.673, 0.076, 0.069, 0.063, -0.389, 0.099, 0.077, 0.069, 0.082, 0.081, 0.084, 0.080, -0.036, -0.083, 0.059, -0.025, -0.699, -0.394, 0.112, -0.034, 0.085, -0.067, 0.101, -0.032, -0.333, 0.081, 0.115, 0.075, -0.023, 0.088, -0.022, -0.010, -0.097, -0.651, 0.082, 0.082, 0.084, -0.411, -0.016, -0.115, 0.097, -0.140, -0.704, 0.086]}